The following is a DFT calculation (the ωB97M-V functional and the def2-TZVPD basis) of a structure of composition C55H41N11O2S3Y in a non-equilibrium geometry.

```
113
Properties=species:S:1:pos:R:3:forces:R:3:lowdin_charge:R:1
Y -0.040 0.165 0.153 0.80 -0.16 0.37 1.26
C -2.227 -6.966 -2.472 -0.02 -0.08 0.01 -0.10
C -1.839 -6.655 -1.179 -0.07 -0.15 0.08 -0.08
C -1.477 -5.362 -0.851 0.06 0.05 -0.04 -0.04
C -1.490 -4.357 -1.814 -0.03 -0.18 0.00 -0.20
C -1.845 -4.688 -3.119 0.02 0.08 0.07 -0.03
C -2.212 -5.980 -3.443 -0.07 -0.10 -0.12 -0.09
C -1.217 -2.952 -1.442 0.10 0.40 0.16 -0.07
C -0.157 -2.286 -2.071 -0.13 0.03 0.06 -0.24
C 0.741 -2.881 -3.028 0.13 0.14 -0.05 0.01
C 1.540 -1.887 -3.485 -0.11 -0.09 0.05 0.01
C 1.139 -0.682 -2.797 -0.07 0.19 -0.10 -0.26
N 0.135 -0.964 -1.925 -0.04 0.09 -0.02 0.03
C 1.719 0.578 -3.004 -0.30 -0.10 0.22 -0.11
C 1.418 1.764 -2.318 -0.05 -0.08 -0.33 -0.27
C 2.108 3.013 -2.526 -0.11 0.04 0.09 0.00
C 1.584 3.900 -1.645 0.09 -0.05 -0.01 -0.02
C 0.534 3.214 -0.933 -0.16 0.08 0.04 -0.26
C -0.319 3.782 0.032 -0.19 -0.41 -0.08 -0.10
C -0.047 5.136 0.548 -0.06 0.29 0.05 -0.20
C 0.118 6.254 -0.266 -0.07 -0.06 0.03 -0.04
C 0.427 7.488 0.279 0.06 0.17 -0.04 -0.09
C 0.577 7.635 1.647 -0.02 0.09 0.02 -0.10
C 0.377 6.540 2.471 -0.03 0.08 0.13 -0.08
C 0.056 5.310 1.932 -0.01 0.17 -0.07 -0.08
C -1.414 3.111 0.606 0.08 0.11 -0.18 -0.25
N -1.701 1.793 0.477 -0.22 -0.08 -0.14 0.02
C -2.886 1.578 1.110 -0.18 -0.08 -0.14 -0.26
C -3.579 0.367 1.188 0.22 -0.02 -0.20 -0.08
C -4.868 0.399 1.923 -0.14 0.01 0.08 -0.22
C -4.881 0.371 3.313 0.03 -0.05 -0.12 -0.03
C -6.076 0.458 4.005 -0.06 0.02 0.17 -0.09
C -7.272 0.586 3.317 -0.10 0.02 0.04 -0.10
C -7.269 0.601 1.932 -0.11 0.01 -0.01 -0.09
C -6.075 0.504 1.240 0.07 -0.02 -0.01 -0.03
C -3.202 -0.845 0.603 -0.15 0.18 -0.07 -0.26
C -4.026 -2.024 0.586 0.00 -0.09 -0.09 -0.01
C -3.361 -2.961 -0.130 -0.14 0.14 0.02 -0.01
C -2.128 -2.351 -0.559 0.15 -0.08 -0.31 -0.27
N -2.052 -1.079 -0.083 0.04 0.08 0.01 0.02
C -3.376 2.818 1.657 0.14 0.11 -0.02 0.01
C -2.462 3.766 1.350 -0.11 -0.11 0.04 0.00
N 0.471 1.921 -1.355 0.09 -0.09 -0.02 0.03
C 2.788 0.636 -4.025 0.11 0.00 -0.11 -0.21
C 2.487 0.462 -5.372 0.02 0.10 0.06 -0.04
C 3.493 0.498 -6.321 0.03 -0.03 -0.16 -0.09
C 4.807 0.698 -5.933 0.10 0.02 -0.09 -0.10
C 5.115 0.860 -4.592 0.11 0.00 -0.11 -0.08
C 4.111 0.829 -3.642 0.03 0.05 0.01 -0.04
H -2.552 -7.967 -2.717 0.05 -0.08 -0.03 0.10
H -1.835 -7.420 -0.415 0.02 -0.06 0.04 0.10
H -1.185 -5.120 0.161 0.06 0.09 0.09 0.11
H -1.859 -3.914 -3.871 0.00 0.09 -0.07 0.12
H -2.511 -6.215 -4.456 -0.01 -0.02 -0.07 0.10
H 0.773 -3.921 -3.292 -0.01 -0.14 -0.06 0.11
H 2.334 -1.964 -4.205 0.08 -0.02 -0.04 0.11
H 2.892 3.184 -3.240 0.09 0.03 -0.08 0.11
H 1.891 4.917 -1.487 0.03 0.13 -0.03 0.10
H -0.021 6.166 -1.333 0.00 -0.08 -0.11 0.12
H 0.547 8.344 -0.370 0.01 0.05 -0.06 0.10
H 0.822 8.599 2.069 0.03 0.05 0.01 0.09
H 0.473 6.643 3.543 -0.02 0.01 0.09 0.10
H -0.112 4.467 2.585 -0.04 -0.06 0.03 0.10
H -3.940 0.281 3.836 0.09 0.01 0.08 0.11
H -6.078 0.434 5.086 0.02 0.01 0.05 0.10
H -8.204 0.683 3.856 -0.04 -0.04 0.05 0.09
H -8.201 0.701 1.391 -0.03 -0.01 -0.03 0.10
H -6.068 0.517 0.160 0.03 0.03 -0.12 0.12
H -4.991 -2.113 1.046 -0.16 -0.03 0.10 0.11
H -3.687 -3.954 -0.382 -0.06 -0.08 -0.02 0.11
H -4.300 2.945 2.191 -0.13 0.03 0.04 0.11
H -2.513 4.817 1.563 -0.01 0.15 0.05 0.11
H 1.459 0.309 -5.671 -0.08 -0.03 0.01 0.12
H 3.253 0.363 -7.367 -0.02 0.01 -0.05 0.10
H 5.591 0.730 -6.678 0.05 -0.03 -0.03 0.09
H 6.145 0.998 -4.290 0.03 0.02 0.04 0.10
H 4.337 0.946 -2.592 -0.02 -0.06 0.15 0.10
N -1.849 -2.615 2.645 -0.46 0.10 -0.30 0.04
N -1.190 -2.144 3.783 0.47 0.03 0.28 -0.01
C -0.772 -0.883 3.932 -0.03 -0.27 0.91 -0.42
N -0.198 -0.560 5.099 0.12 0.35 -0.16 0.19
N -0.974 0.023 2.947 -0.19 -0.95 -0.69 0.05
N -0.783 1.289 3.110 0.05 1.41 1.23 -0.09
O -0.394 1.758 4.221 -0.34 -0.43 -0.68 -0.14
O 1.286 1.572 1.590 -0.64 -0.55 -0.08 -0.69
H -2.067 -3.597 2.783 0.05 0.23 0.07 0.10
H -1.242 -2.530 1.820 0.02 -0.24 0.29 -0.05
H -0.775 -2.825 4.410 -0.02 0.19 -0.28 0.15
H -0.087 -1.244 5.830 -0.01 0.13 -0.06 0.11
H -0.053 0.469 5.181 0.00 -0.64 0.09 0.07
S 0.911 -2.192 1.362 -0.16 0.03 0.14 0.61
C 2.275 -2.707 0.420 0.20 0.07 -0.07 -0.69
C 2.553 -4.061 0.313 0.22 -0.02 -0.11 -0.07
C 3.737 -4.520 -0.264 -0.03 1.25 -0.09 -0.21
C 4.035 -5.889 -0.248 0.22 -1.09 0.04 -0.22
N 4.279 -7.013 -0.189 -0.02 -0.08 -0.05 0.14
C 4.664 -3.583 -0.777 -1.25 0.22 0.52 -0.20
C 4.350 -2.229 -0.732 0.13 -0.42 -0.02 -0.07
C 3.170 -1.765 -0.155 -0.04 -0.04 -0.03 -0.69
S 2.883 -0.076 -0.108 0.01 -0.01 0.05 0.69
C 5.906 -3.987 -1.293 0.89 -0.26 -0.38 -0.21
N 6.943 -4.274 -1.701 0.09 -0.07 -0.07 0.15
H 1.844 -4.767 0.721 0.05 -0.08 0.04 0.10
H 5.045 -1.495 -1.117 0.07 -0.06 -0.08 0.10
C 2.547 2.619 3.624 -0.46 0.11 -0.56 -0.20
S 1.967 2.849 1.892 1.74 0.21 0.74 0.90
C 3.622 2.779 1.097 -0.53 0.00 0.24 -0.25
H 3.063 1.668 3.702 0.11 -0.14 -0.16 0.06
H 1.645 2.598 4.231 -0.01 0.04 -0.03 0.02
H 3.179 3.443 3.926 0.19 0.22 -0.07 0.05
H 4.114 3.733 1.260 -0.01 0.25 0.08 0.05
H 3.452 2.620 0.036 -0.05 0.05 -0.07 0.01
H 4.210 1.957 1.487 -0.04 -0.14 0.08 0.03
```
Positions in Å, forces in eV/Å.

## Properties
- E_HOMO: -4.07 eV
- Net charge: -1

The following is a DFT calculation (the ωB97M-V functional and the def2-TZVPD basis) of a structure of composition C55H42AlP3S3Si.

```
105
Properties=species:S:1:pos:R:3:forces:R:3:lowdin_charge:R:1
Al 0.204 1.273 0.011 0.02 -0.10 -0.04 -0.36
C -1.879 2.679 5.591 -0.02 -0.01 -0.04 -0.08
C -2.835 3.043 4.655 0.03 -0.03 -0.03 -0.07
C -2.854 2.445 3.399 -0.08 0.02 0.04 -0.07
C -1.911 1.478 3.076 0.03 0.04 -0.02 -0.34
C -0.950 1.115 4.022 0.03 -0.02 0.01 -0.10
C -0.937 1.706 5.274 0.00 0.01 -0.02 -0.08
P -1.764 0.691 1.447 -0.05 -0.15 0.04 1.04
C -3.231 1.008 0.434 -0.02 -0.03 -0.08 -0.33
C -3.882 -0.065 -0.179 -0.06 0.01 0.04 -0.08
C -4.863 0.164 -1.132 0.05 -0.01 0.00 -0.07
C -5.202 1.464 -1.482 0.01 0.01 0.00 -0.07
C -4.553 2.535 -0.882 0.01 0.00 0.01 -0.07
C -3.562 2.313 0.061 -0.04 0.00 0.00 -0.12
C -1.824 -1.086 1.828 0.00 -0.01 0.05 -0.37
C -2.841 -1.595 2.642 0.04 0.01 -0.06 -0.08
C -2.910 -2.953 2.898 0.06 0.01 -0.03 -0.07
C -1.974 -3.806 2.319 -0.03 0.02 0.00 -0.07
C -0.969 -3.297 1.512 0.01 0.04 -0.08 -0.11
C -0.852 -1.921 1.264 -0.04 0.02 0.03 -0.28
Si 0.647 -1.175 0.330 0.00 0.07 0.45 0.61
C 1.959 -1.156 1.753 0.18 0.00 0.00 -0.26
C 2.166 -2.259 2.599 -0.09 0.08 -0.07 -0.10
C 3.133 -2.256 3.590 0.02 0.03 0.00 -0.07
C 3.927 -1.130 3.790 -0.05 -0.05 -0.01 -0.07
C 3.732 -0.013 3.001 -0.10 -0.02 -0.06 -0.09
C 2.758 -0.021 1.995 0.04 -0.11 -0.05 -0.35
P 2.539 1.442 0.931 0.02 -0.02 0.11 1.03
C 3.895 1.349 -0.272 -0.06 -0.02 -0.12 -0.33
C 5.178 1.824 -0.007 0.06 -0.07 0.01 -0.09
C 6.184 1.662 -0.949 -0.03 0.01 0.02 -0.07
C 5.919 1.022 -2.153 -0.01 0.00 0.01 -0.08
C 4.643 0.550 -2.424 -0.02 0.02 0.04 -0.07
C 3.631 0.720 -1.489 0.02 0.07 0.01 -0.08
C 2.810 2.885 1.989 -0.08 0.07 -0.05 -0.38
C 2.289 2.883 3.283 0.02 0.01 0.04 -0.10
C 2.239 4.056 4.023 0.00 -0.03 -0.04 -0.07
C 2.710 5.241 3.476 0.02 0.00 -0.01 -0.07
C 3.224 5.253 2.186 -0.01 -0.04 0.02 -0.07
C 3.261 4.085 1.440 0.01 0.03 0.04 -0.10
C 1.101 -2.570 -0.868 0.14 0.04 0.11 -0.30
C 2.096 -3.528 -0.642 0.07 0.03 -0.15 -0.09
C 2.263 -4.603 -1.507 -0.11 0.07 -0.10 -0.08
C 1.440 -4.738 -2.624 0.03 0.12 0.17 -0.07
C 0.464 -3.783 -2.871 -0.01 -0.06 0.01 -0.08
C 0.292 -2.708 -1.999 -0.17 0.04 -0.35 -0.39
P -0.978 -1.398 -2.269 -0.13 -0.29 -0.08 1.08
C -2.435 -2.375 -2.818 -0.01 -0.01 0.02 -0.36
C -3.097 -2.230 -4.034 0.03 -0.09 -0.12 -0.08
C -4.271 -2.934 -4.294 0.08 0.06 0.02 -0.08
C -4.799 -3.792 -3.343 0.02 -0.01 0.06 -0.10
C -4.141 -3.954 -2.128 -0.01 0.01 -0.02 -0.08
C -2.978 -3.247 -1.868 -0.08 0.01 -0.10 -0.11
C -0.388 -0.546 -3.773 0.16 -0.14 -0.11 -0.43
C -1.233 0.363 -4.413 -0.10 -0.07 -0.23 -0.21
C -0.775 1.149 -5.459 -0.07 -0.12 -0.02 -0.08
C 0.549 1.066 -5.866 0.03 -0.05 0.07 -0.08
C 1.409 0.192 -5.216 -0.01 0.04 0.01 -0.08
C 0.947 -0.607 -4.177 -0.12 -0.04 -0.07 -0.10
H -1.869 3.146 6.567 0.00 0.00 -0.02 0.10
H -3.573 3.796 4.898 -0.01 0.00 0.00 0.11
H -3.615 2.727 2.681 0.05 0.01 0.02 0.10
H -0.218 0.348 3.780 0.00 0.02 0.00 0.11
H -0.194 1.409 6.003 -0.01 0.00 -0.01 0.11
H -3.614 -1.084 0.074 0.00 0.06 -0.04 0.09
H -5.345 -0.678 -1.614 0.00 0.01 0.02 0.10
H -5.959 1.643 -2.236 0.02 0.00 0.03 0.10
H -4.791 3.551 -1.171 0.02 -0.02 0.00 0.11
H -3.019 3.155 0.471 0.00 0.00 0.00 0.08
H -3.582 -0.926 3.065 0.03 0.00 0.01 0.12
H -3.690 -3.348 3.537 0.00 0.01 -0.02 0.10
H -2.029 -4.873 2.501 -0.01 0.02 -0.01 0.10
H -0.264 -3.984 1.052 0.01 0.03 0.03 0.10
H 1.543 -3.141 2.486 0.05 0.03 -0.04 0.09
H 3.274 -3.134 4.210 -0.02 0.02 0.00 0.11
H 4.688 -1.126 4.561 -0.01 0.00 0.00 0.10
H 4.326 0.876 3.172 0.02 -0.01 -0.03 0.11
H 5.391 2.318 0.933 0.00 0.00 -0.01 0.11
H 7.179 2.037 -0.742 -0.02 -0.01 0.00 0.11
H 6.709 0.895 -2.883 -0.02 0.01 0.02 0.10
H 4.429 0.059 -3.366 0.00 0.03 0.05 0.10
H 2.628 0.370 -1.715 -0.02 -0.01 0.00 0.08
H 1.916 1.962 3.715 -0.03 0.03 -0.01 0.09
H 1.816 4.043 5.020 0.03 -0.01 -0.03 0.10
H 2.666 6.159 4.050 0.00 -0.02 -0.02 0.10
H 3.576 6.179 1.751 0.00 -0.02 0.00 0.11
H 3.620 4.114 0.419 -0.01 0.00 -0.01 0.11
H 2.760 -3.432 0.208 -0.05 0.00 0.04 0.09
H 3.036 -5.337 -1.310 -0.02 0.01 -0.01 0.10
H 1.562 -5.579 -3.295 0.01 0.02 0.00 0.10
H -0.176 -3.872 -3.742 0.01 -0.01 0.01 0.11
H -2.689 -1.584 -4.801 -0.05 -0.04 0.05 0.09
H -4.769 -2.809 -5.248 0.03 0.00 0.03 0.10
H -5.715 -4.334 -3.546 0.03 0.01 0.01 0.10
H -4.539 -4.627 -1.378 0.02 0.02 -0.02 0.10
H -2.479 -3.375 -0.917 0.06 0.00 0.16 0.09
H -2.254 0.489 -4.066 0.08 0.00 -0.02 0.10
H -1.450 1.846 -5.941 0.02 0.00 0.04 0.11
H 0.911 1.688 -6.675 0.00 -0.01 0.02 0.10
H 2.448 0.130 -5.518 0.00 -0.01 0.00 0.10
H 1.633 -1.286 -3.685 0.01 -0.03 0.03 0.10
S -1.502 4.737 -2.059 0.07 -0.16 0.05 0.51
C -0.775 3.490 -1.282 0.06 0.00 0.06 -1.67
S -0.190 3.556 0.368 -0.02 0.05 0.04 0.56
S -0.532 1.900 -2.013 0.07 0.60 0.29 0.65
```
Positions in Å, forces in eV/Å.

## Properties
- E_HOMO: -6.84 eV
- Energy relative to the best compared isomer or geometry (same formula, charge and spin): 0.00 kcal/mol

The following is a DFT calculation (the ωB97M-V functional and the def2-TZVPD basis) of a structure of composition C55H42ClKNO3P2S in a non-equilibrium geometry.

```
106
Properties=species:S:1:pos:R:3:forces:R:3:lowdin_charge:R:1
K 1.047 -0.992 -1.032 0.67 1.25 -1.25 0.73
O -0.871 1.026 -3.495 0.09 -0.11 -0.46 -0.47
S -0.919 1.276 -2.026 -0.83 0.79 -0.40 0.89
C -2.710 1.148 -1.754 0.11 -0.16 0.09 -0.32
C -3.606 2.179 -1.993 -0.03 0.16 0.02 -0.06
C -4.955 1.894 -2.122 0.02 0.01 0.01 -0.07
C -5.403 0.582 -2.027 -0.03 -0.08 -0.01 -0.07
C -4.508 -0.438 -1.753 -0.02 0.09 0.05 -0.08
C -3.152 -0.163 -1.590 0.03 0.01 0.08 -0.35
P -1.892 -1.437 -1.143 -1.19 -0.30 -0.53 1.10
C -2.140 -2.555 -2.587 0.03 -0.12 0.04 -0.33
C -2.905 -3.718 -2.592 0.00 0.10 -0.11 -0.09
C -2.953 -4.522 -3.724 -0.09 -0.05 0.03 -0.09
C -2.254 -4.167 -4.867 0.03 -0.03 -0.04 -0.10
C -1.511 -2.995 -4.879 -0.02 0.03 -0.02 -0.08
C -1.448 -2.199 -3.747 0.00 -0.04 0.08 -0.08
C -2.793 -2.294 0.202 0.14 -0.08 0.10 -0.34
C -3.688 -1.636 1.043 0.03 -0.01 -0.06 -0.10
C -4.219 -2.279 2.152 0.00 0.01 0.03 -0.09
C -3.858 -3.585 2.446 -0.02 0.03 0.04 -0.09
C -2.962 -4.249 1.620 -0.02 -0.04 0.04 -0.07
C -2.432 -3.607 0.513 -0.05 0.03 -0.03 -0.11
C -0.642 3.038 -1.798 0.23 -0.09 0.34 -0.38
C -1.028 3.974 -2.744 -0.09 -0.08 -0.16 -0.09
C -0.634 5.292 -2.590 -0.01 0.02 -0.01 -0.08
C 0.153 5.649 -1.502 0.00 0.00 0.02 -0.07
C 0.578 4.694 -0.590 0.01 0.00 -0.04 -0.07
C 0.204 3.359 -0.734 -0.13 -0.24 -0.26 -0.33
P 0.761 1.950 0.331 -0.30 0.93 0.98 1.00
C -0.864 2.331 1.463 0.02 -0.02 0.02 -0.30
C -1.236 3.571 1.991 -0.04 -0.01 -0.02 -0.11
C -2.353 3.718 2.800 0.03 0.08 -0.01 -0.10
C -3.137 2.614 3.112 -0.03 -0.06 0.02 -0.11
C -2.798 1.375 2.592 -0.07 0.03 0.05 -0.10
C -1.682 1.245 1.769 0.09 0.03 -0.07 -0.11
C 1.865 2.730 1.588 0.10 0.03 -0.02 -0.33
C 1.630 2.521 2.949 0.02 0.01 -0.02 -0.10
C 2.484 3.034 3.912 -0.03 -0.03 0.02 -0.09
C 3.593 3.780 3.533 0.02 0.03 0.02 -0.11
C 3.845 3.991 2.188 0.07 0.04 -0.01 -0.09
C 2.994 3.463 1.225 -0.08 -0.06 0.09 -0.11
H -3.258 3.198 -2.083 -0.03 -0.02 0.02 0.10
H -5.658 2.695 -2.316 0.01 0.01 0.02 0.10
H -6.454 0.358 -2.163 0.00 0.00 0.02 0.10
H -4.857 -1.459 -1.652 -0.01 0.00 -0.01 0.11
H -3.470 -4.004 -1.716 0.01 -0.03 0.01 0.09
H -3.545 -5.429 -3.708 0.01 0.00 -0.01 0.10
H -2.283 -4.804 -5.743 -0.02 0.02 0.00 0.09
H -0.974 -2.698 -5.771 0.01 -0.01 0.01 0.10
H -0.873 -1.280 -3.763 0.02 -0.01 -0.03 0.08
H -3.966 -0.610 0.840 0.00 0.01 0.01 0.09
H -4.913 -1.750 2.796 0.01 0.01 -0.01 0.10
H -4.265 -4.076 3.322 0.00 -0.02 -0.02 0.10
H -2.664 -5.266 1.848 0.02 0.01 -0.02 0.11
H -1.730 -4.125 -0.125 0.06 -0.04 0.03 0.10
H -1.594 3.656 -3.613 0.03 -0.01 0.01 0.12
H -0.921 6.035 -3.324 -0.02 0.00 0.01 0.10
H 0.459 6.681 -1.380 0.02 -0.01 0.01 0.10
H 1.222 4.988 0.227 0.03 -0.01 0.00 0.10
H -0.631 4.447 1.779 0.01 0.02 0.02 0.09
H -2.610 4.695 3.198 0.00 -0.01 -0.01 0.09
H -4.001 2.721 3.758 0.00 0.00 -0.01 0.09
H -3.393 0.504 2.842 0.00 0.01 -0.02 0.08
H -1.417 0.269 1.376 0.03 -0.06 0.04 0.06
H 0.766 1.942 3.250 -0.01 0.03 0.05 0.10
H 2.282 2.857 4.962 0.00 -0.02 -0.01 0.10
H 4.256 4.191 4.285 0.01 -0.02 -0.01 0.09
H 4.717 4.557 1.883 -0.01 -0.01 -0.01 0.10
H 3.207 3.600 0.173 0.03 0.02 -0.01 0.10
N 2.622 -0.372 1.939 -0.02 -0.20 -0.09 0.14
C 3.860 0.217 1.747 0.17 0.08 -0.05 -0.27
C 4.775 0.316 2.796 -0.03 -0.01 0.08 -0.04
C 6.042 0.833 2.593 0.02 0.05 -0.03 -0.11
C 6.429 1.244 1.326 0.05 0.03 -0.02 -0.11
C 5.523 1.141 0.280 -0.04 0.04 0.10 -0.04
C 4.232 0.656 0.469 -0.03 -0.02 0.07 -0.15
C 3.347 0.588 -0.738 0.40 0.21 -0.14 -0.27
C 3.746 -0.347 -1.694 0.37 0.08 -0.04 -0.10
C 3.206 -0.365 -2.975 0.23 0.04 -0.19 -0.13
C 2.345 0.658 -3.330 0.11 -0.02 -0.13 -0.11
C 1.945 1.575 -2.371 0.31 0.20 0.09 -0.19
C 2.322 1.537 -1.014 0.54 0.16 -0.27 -0.26
H 2.332 -0.439 2.902 -0.04 0.07 0.01 0.10
H 1.875 -0.012 1.354 -0.03 -0.03 0.17 0.02
H 4.482 -0.018 3.786 -0.04 0.02 -0.01 0.11
H 6.726 0.928 3.427 -0.01 -0.06 0.01 0.09
H 7.421 1.643 1.154 -0.01 0.00 0.00 0.09
H 5.808 1.464 -0.715 -0.03 0.00 -0.01 0.12
H 4.536 -1.044 -1.434 -0.05 -0.06 0.00 0.12
H 3.529 -1.096 -3.707 -0.01 -0.06 0.06 0.10
H 1.993 0.768 -4.348 -0.05 -0.08 0.01 0.11
H 1.352 2.407 -2.715 -0.09 -0.05 -0.07 0.08
Cl 1.506 -7.129 3.239 0.01 -0.04 0.05 0.59
C 1.240 -5.935 1.988 0.01 -0.01 0.05 -0.69
C 1.324 -6.324 0.640 -0.03 0.13 0.01 -0.12
C 1.128 -5.406 -0.352 0.04 -0.08 -0.11 -0.01
C 0.822 -4.026 -0.086 -0.04 -0.15 0.15 -0.40
O 0.616 -3.207 -1.024 -0.21 -1.64 0.08 -0.21
C 0.726 -3.678 1.314 0.10 -0.20 -0.29 -0.14
C 0.322 -2.367 1.727 -0.12 0.10 0.18 -0.23
O 0.049 -1.423 0.996 -0.36 -0.46 1.59 -0.22
C 0.950 -4.642 2.313 -0.02 0.03 0.02 -0.08
H 1.538 -7.358 0.401 0.02 0.00 0.00 0.10
H 1.189 -5.698 -1.394 -0.01 0.01 0.01 0.11
H 0.232 -2.237 2.828 0.01 -0.02 -0.01 0.13
H 0.877 -4.345 3.354 -0.02 -0.01 0.00 0.11
```
Positions in Å, forces in eV/Å.

## Properties
- E_HOMO: -3.90 eV
- Energy relative to the best compared isomer or geometry (same formula, charge and spin): 23.45 kcal/mol
- Net charge: -1

Let's list HOMO-LUMO gap in order: 0.1932 0.2565 0.2279 hartree.
Let's list energy in order: -111740.028 -132567.838 -123610.396 eV.
Let's list lowest unoccupied orbital energy in order: 1.19 0.14 2.30 eV.